1.
Formula: C8H18N2O3S
Source: the OMol25 dataset
Level of theory: the ωB97M-V functional and the def2-TZVPD basis

Last column: Mulliken charge in e.
Element x y z (Å)
C: -0.171 0.881 -0.479  0.34
S: 1.851 -0.719 0.475  1.26
C: 1.191 0.953 0.225  -0.44
H: -1.489 -0.710 3.361  0.31
N: 1.277 -1.387 -0.840  -0.25
C: -0.987 -0.299 0.016  0.38
H: -1.540 -2.171 -1.071  0.49
H: 3.434 1.586 0.707  0.38
H: -1.884 -1.569 1.146  0.35
C: -1.344 0.001 2.482  -0.86
H: -2.070 0.819 2.519  0.32
H: -0.717 3.037 -0.701  0.41
C: 1.645 -2.794 -1.012  -0.92
O: 3.211 2.230 -0.010  -0.63
H: -2.659 -0.912 -0.991  0.56
H: 0.049 0.802 -1.548  0.59
H: 2.648 0.753 -1.311  0.41
C: -1.618 -1.085 -1.005  -2.27
H: 2.729 -2.752 -1.559  0.21
H: -1.218 2.333 0.779  0.40
H: -0.367 0.362 2.676  0.31
O: 1.244 -1.399 1.645  -0.75
H: -1.139 -0.765 -1.902  0.43
O: 3.308 -0.566 0.669  -0.84
C: 2.211 1.615 -0.765  -0.68
C: -0.986 2.148 -0.193  -1.63
N: -1.385 -0.632 1.228  0.15
H: -2.001 1.919 -0.678  0.39
H: 0.900 -3.381 -1.625  0.26
H: 1.727 2.346 -1.257  0.49
H: 1.869 -3.386 -0.086  0.35
H: 1.372 1.513 1.173  0.48

Properties
HOMO energy in eV: -7.62
Relative energy (zero: lowest compared OMol25 entry of this formula, charge and spin) in eV: 2.6321
E in a.u.: -1048.889553
Max |F| in eV/A: 4.8
Frontier orbital gap in eV: 7.4

=====

2.
Formula: C7H22O5SSi2
Source: the OMol25 dataset
Level of theory: the ωB97M-V functional and the def2-TZVPD basis

Last column: Mulliken charge in e.
Element x y z (Å)
C: 0.206 -2.444 0.775  -0.63
C: 1.540 -3.167 0.601  -0.29
H: 1.249 -4.399 2.355  0.38
C: -3.063 1.724 -2.745  -0.60
H: -2.597 0.658 -0.933  0.28
H: -3.830 6.185 -1.251  0.37
C: 2.038 -3.778 1.917  -0.89
H: -2.570 2.127 -3.629  0.37
C: -4.253 5.207 -1.470  -0.93
O: -0.036 -1.473 -0.216  -0.36
H: 1.001 0.080 -1.039  0.25
H: 0.129 0.478 0.450  0.25
H: 5.721 -1.863 2.655  -0.14
H: 1.492 -2.048 4.025  -0.15
O: -2.316 4.528 -3.101  -0.65
H: -4.909 5.254 -2.333  0.31
C: 0.724 -0.291 -0.053  -0.48
H: 1.634 -0.464 0.528  0.15
Si: 4.772 -1.211 1.729  0.45
O: 3.262 -1.206 2.405  -0.18
H: -1.250 1.596 -1.577  0.27
Si: 2.608 -2.520 3.180  0.46
H: 2.278 -2.480 0.184  0.21
H: -0.606 -3.167 0.689  0.34
H: 3.638 -3.109 4.066  -0.20
H: -1.733 0.090 -2.367  0.43
H: 5.150 0.189 1.467  -0.14
H: 0.133 -1.999 1.777  0.32
H: -3.882 1.088 -3.072  0.29
O: -2.057 4.032 -0.699  -0.60
H: 2.871 -4.458 1.714  0.41
H: 1.405 -3.958 -0.139  0.36
O: -3.727 2.815 -2.049  -0.26
H: -4.767 4.810 -0.599  0.32
H: 4.747 -1.957 0.452  -0.13
C: -2.102 0.976 -1.850  -0.81
S: -2.898 4.152 -1.848  1.21

Properties
HOMO energy in eV: -9.68
E in a.u.: -1633.303163
Max |F| in eV/A: 0.4
Frontier orbital gap in eV: 10.5

=====

3.
Formula: C11H20OS
Source: the OMol25 dataset
Level of theory: the ωB97M-V functional and the def2-TZVPD basis

Last column: Mulliken charge in e.
Element x y z (Å)
H: -2.518 1.540 2.025  0.35
C: -0.578 -0.069 0.243  -0.42
H: 2.703 0.447 -2.652  0.27
H: -0.177 -0.996 2.100  0.34
H: 2.464 2.228 -1.054  0.29
H: 0.445 0.521 2.099  0.58
H: -1.588 -1.888 1.550  0.32
H: -1.181 3.193 -0.105  0.65
H: -2.735 -2.520 0.423  0.35
C: 0.285 -0.244 1.404  -0.71
C: -0.543 2.443 0.054  -1.87
C: 1.928 0.097 -0.679  0.23
H: -1.870 -1.207 -1.289  0.53
C: -1.094 -1.333 -0.445  1.27
H: 0.772 -1.328 -1.657  0.34
C: 0.077 -1.979 -1.215  -2.06
C: 3.017 0.284 -1.707  -0.55
H: -3.257 1.952 0.627  0.36
O: 2.979 -0.448 1.855  -0.67
C: -1.677 -2.341 0.519  -1.63
H: -1.623 0.935 -1.005  0.30
H: -3.034 0.233 0.920  0.48
S: 1.950 -0.859 0.866  0.34
H: -0.108 2.593 0.949  0.47
C: -1.404 1.149 0.055  0.40
H: 3.900 -0.184 -1.646  0.33
H: -0.234 -2.631 -2.001  0.55
H: 3.475 1.502 0.167  0.27
C: 2.723 1.342 -0.587  -0.85
H: -1.239 -3.289 0.530  0.42
H: 0.238 2.469 -0.701  0.24
C: -2.596 1.137 1.031  -1.57
H: 0.500 -2.747 -0.678  0.63

Properties
HOMO energy (alpha / beta) in eV: -8.09 / -7.39
Relative energy (zero: lowest compared OMol25 entry of this formula, charge and spin) in eV: 6.8197
E in a.u.: -904.270695
Max |F| in eV/A: 4.9
Frontier orbital gap (alpha / beta) in eV: 8.3 / 6.7